# 1
Formula: C7H8O
Source: the OMol25 dataset
Level of theory: the ωB97M-V functional and the def2-TZVPD basis

The geometry in ORCA input format:
```
! wB97M-V def2-TZVPD RIJCOSX def2/J DEFGRID3
* xyz 0 1
C 0.830 -2.453 0.854
C 0.374 -1.429 0.472
C -1.342 0.405 1.828
C 1.223 1.434 -1.439
C -0.879 0.719 0.624
C 1.104 0.230 -0.943
C -0.210 -0.310 -0.248
O -1.092 -0.874 -1.229
H 1.337 -3.324 1.323
H -1.984 1.228 2.257
H -0.885 -0.434 2.311
H 2.188 1.667 -1.875
H 0.313 1.999 -1.495
H -1.069 1.704 0.049
H 1.859 -0.420 -0.986
H -1.765 -0.143 -1.502
*
```

Calculated values
**Max |F|**: 4.2 eV/A
**Total energy**: -9431.396 eV
**ΔE to the lowest compared entry with this formula, charge and spin**: 111.8 kcal/mol
**SMILES string**: C#CC(O)(C=C)C=C
**Gap between HOMO and LUMO**: 10.81 eV



# 2
Formula: C7H8O2
Source: the OMol25 dataset
Level of theory: the ωB97M-V functional and the def2-TZVPD basis

The geometry in ORCA input format:
```
! wB97M-V def2-TZVPD RIJCOSX def2/J DEFGRID3
* xyz 0 1
C 0.174 -0.261 0.675
C -0.255 -0.653 1.732
C -1.128 1.357 -1.865
C -0.160 2.197 -1.482
C 0.371 0.207 -0.679
C -0.771 -1.347 2.930
C 1.455 -0.699 -1.121
O -0.891 0.092 -1.420
O 0.769 1.533 -0.729
H -2.044 1.534 -2.434
H 0.077 3.311 -1.536
H -1.472 -2.036 2.580
H -1.129 -0.626 3.544
H -0.138 -1.885 3.598
H 2.174 -0.897 -0.316
H 1.879 -0.125 -1.976
H 1.090 -1.703 -1.502
*
```

Calculated values
**Max |F|**: 3.4 eV/A
**Total energy**: -11479.652 eV
**ΔE to the lowest compared entry with this formula, charge and spin**: 90.1 kcal/mol
**SMILES string**: CC#CC1(C)OC=CO1
**Gap between HOMO and LUMO**: 9.02 eV



# 3
Formula: C7H8O2
Source: the OMol25 dataset
Level of theory: the ωB97M-V functional and the def2-TZVPD basis

The geometry in ORCA input format:
```
! wB97M-V def2-TZVPD RIJCOSX def2/J DEFGRID3
* xyz 0 1
C -0.023 -0.607 -1.788
C -1.636 -0.559 -1.340
C -1.940 -0.127 -0.100
C -0.612 0.279 0.553
C 1.414 0.971 1.261
C 1.688 0.706 -0.037
C 0.804 -0.576 -0.572
H 0.311 0.222 -2.727
H 0.115 -1.905 -2.052
H -2.538 -0.795 -1.960
H -2.986 0.296 0.536
H -0.331 1.200 -0.067
H 1.916 1.450 2.363
H 2.543 1.155 -0.423
H 1.535 -1.279 -0.550
O 0.155 0.843 1.723
O 0.003 -0.951 0.404
*
```

Calculated values
**Max |F|**: 5.1 eV/A
**Total energy**: -11474.241 eV
**ΔE to the lowest compared entry with this formula, charge and spin**: 214.9 kcal/mol
**Gap between HOMO and LUMO**: 9.56 eV



# 4
Formula: C7H8O3
Source: the OMol25 dataset
Level of theory: the ωB97M-V functional and the def2-TZVPD basis

The geometry in ORCA input format:
```
! wB97M-V def2-TZVPD RIJCOSX def2/J DEFGRID3
* xyz 0 1
C 1.956 -0.020 -1.231
C 0.791 0.064 -0.845
C 1.541 1.754 2.487
C -0.841 -0.504 0.970
C 0.220 -0.051 2.002
C -0.492 -0.080 -0.411
C -1.325 -0.641 -2.679
O 2.098 2.782 2.631
O 0.587 1.279 1.714
O -1.610 -0.229 -1.329
H 2.940 0.186 -1.396
H -0.820 -1.652 1.085
H -1.936 -0.034 1.247
H -0.254 -0.090 2.996
H 1.078 -0.634 1.900
H -0.616 -1.549 -2.895
H -0.956 0.280 -3.148
H -2.358 -0.863 -3.099
*
```

Calculated values
**Max |F|**: 3.1 eV/A
**Total energy**: -13524.666 eV
**ΔE to the lowest compared entry with this formula, charge and spin**: 152.0 kcal/mol
**Gap between HOMO and LUMO (spin up / spin down)**: 7.56 / 7.79 eV



# 5
Formula: C7H8O4
Source: the OMol25 dataset
Level of theory: the ωB97M-V functional and the def2-TZVPD basis

The geometry in ORCA input format:
```
! wB97M-V def2-TZVPD RIJCOSX def2/J DEFGRID3
* xyz 0 1
C 2.619 -0.491 1.205
C 1.687 0.224 0.182
C -0.330 -0.362 -0.974
C -1.244 -1.573 -0.612
C -1.969 0.204 0.652
C -1.072 0.819 -0.379
C -1.031 2.067 -0.563
H 1.859 -0.847 2.023
H 3.475 -1.336 0.705
H 3.248 0.412 1.616
H -0.410 -0.352 -2.015
H -0.837 -2.629 -0.337
H -1.913 -1.855 -1.599
H -0.501 2.866 -1.414
H -1.585 2.687 0.064
O 1.716 1.350 -0.126
O 0.898 -0.771 -0.426
O -2.049 -1.150 0.514
O -2.561 0.737 1.486
*
```

Calculated values
**Max |F|**: 7.6 eV/A
**Total energy**: -15575.501 eV
**ΔE to the lowest compared entry with this formula, charge and spin**: 71.0 kcal/mol
**SMILES string**: C=C1C(=O)OC[C@@H]1OC(C)=O
**Gap between HOMO and LUMO**: 10.78 eV



# 6
Formula: C7H8O5V
Source: the OMol25 dataset
Level of theory: the ωB97M-V functional and the def2-TZVPD basis

The geometry in ORCA input format:
```
! wB97M-V def2-TZVPD RIJCOSX def2/J DEFGRID3
* xyz 2 4
V 0.111 0.347 0.688
O -0.915 -1.931 2.403
C -0.521 -0.963 1.889
C 0.809 2.028 -0.549
O 1.188 2.673 -1.426
C -1.207 0.001 -0.557
O -2.132 -0.174 -1.255
C 1.885 -0.370 0.499
O 2.985 -0.717 0.622
C 0.376 -3.441 -2.576
H 1.046 -4.006 -1.914
H -0.687 -3.717 -2.500
C 0.806 -2.477 -3.391
H 0.123 -1.884 -4.002
H 1.852 -2.172 -3.430
C -1.286 2.984 2.489
O -0.326 1.896 2.554
H -1.410 3.312 1.447
H -0.921 3.774 3.152
H -2.239 2.580 2.864
H 0.463 2.255 2.992
*
```

Calculated values
**Max |F|**: 10.7 eV/A
**Total energy**: -43291.718 eV
**ΔE to the lowest compared entry with this formula, charge and spin**: 26.9 kcal/mol
**Gap between HOMO and LUMO (spin up / spin down)**: 4.61 / 3.92 eV



# 7
Formula: C7H9AlCl2NO4Tl
Source: the OMol25 dataset
Level of theory: the ωB97M-V functional and the def2-TZVPD basis

The geometry in ORCA input format:
```
! wB97M-V def2-TZVPD RIJCOSX def2/J DEFGRID3
* xyz 4 1
Al -1.202 1.663 -3.314
Tl -0.604 -0.668 -1.825
Cl -2.156 2.086 -1.386
Cl 0.939 2.235 -3.556
C 1.860 -1.755 -2.391
C -3.390 1.623 -3.930
C -1.123 1.727 -5.578
O 2.776 -2.395 -2.551
O -4.543 1.611 -4.080
O -0.946 1.792 -6.703
C 1.070 -0.609 3.749
N 0.193 -0.680 2.600
C -1.153 -1.204 2.754
C 0.555 -0.324 1.362
C 1.890 0.189 1.028
O -0.333 -0.484 0.459
H 0.545 -0.972 4.635
H 1.409 0.408 3.969
H 1.978 -1.213 3.645
H -1.871 -0.445 2.413
H -1.277 -2.078 2.101
H -1.314 -1.467 3.805
H 2.380 -0.493 0.324
H 1.789 1.178 0.569
H 2.530 0.276 1.905
*
```

Calculated values
**Max |F|**: 6.4 eV/A
**Total energy**: -53370.467 eV
**ΔE to the lowest compared entry with this formula, charge and spin**: 2.8 kcal/mol
**Gap between HOMO and LUMO (spin up / spin down)**: 7.15 / 4.57 eV



# 8
Formula: C7H9BrN2
Source: the OMol25 dataset
Level of theory: the ωB97M-V functional and the def2-TZVPD basis

The geometry in ORCA input format:
```
! wB97M-V def2-TZVPD RIJCOSX def2/J DEFGRID3
* xyz 0 1
C 0.945 -2.627 0.223
C 0.983 -1.654 -0.836
C 0.716 -2.238 1.470
C 0.818 -0.312 -0.636
C 0.567 -0.871 1.707
C 0.517 0.106 0.720
C -1.227 1.950 -0.701
N 0.046 2.165 -0.057
N 0.552 1.434 0.915
Br -0.721 1.946 3.040
H 1.100 -3.692 0.133
H 1.203 -2.162 -1.753
H 0.785 -2.897 2.234
H 0.983 0.256 -1.474
H 0.453 -0.685 2.723
H -2.019 2.727 -0.235
H -1.029 2.234 -1.785
H -1.717 0.890 -0.432
H 0.550 3.013 -0.264
*
```

Calculated values
**Max |F|**: 3.9 eV/A
**Total energy**: -80424.027 eV
**ΔE to the lowest compared entry with this formula, charge and spin**: 65.3 kcal/mol
**Gap between HOMO and LUMO (spin up / spin down)**: 7.22 / 6.77 eV